The following is a quantum chemistry calculation of a molecular structure, C55H46Cl2N7PPd, from the Open Molecules 2025 dataset.

Geometry as XYZ:
```
112
Properties=species:S:1:pos:R:3:forces:R:3:lowdin_charge:R:1
Pd 0.396 0.110 -0.897 -0.32 -0.10 0.08 0.214
C -2.183 3.089 2.799 0.08 0.03 -0.12 -0.028
N -1.336 3.139 1.614 -0.22 -0.21 0.11 -0.054
C -0.347 2.240 1.335 0.35 0.17 0.20 -0.447
N 0.132 2.425 0.122 0.03 0.37 0.15 0.114
C -0.577 3.460 -0.419 0.07 0.03 0.09 -0.189
C -1.506 3.917 0.493 -0.30 0.08 -0.13 -0.117
C -2.543 4.955 0.353 0.20 -0.12 0.03 -0.162
C -2.844 5.842 1.385 -0.02 0.13 0.04 -0.043
C -3.802 6.832 1.213 0.04 -0.06 -0.01 -0.081
C -4.466 6.954 0.002 -0.01 -0.01 -0.01 -0.089
C -4.169 6.079 -1.036 0.04 -0.02 0.03 -0.070
C -3.219 5.086 -0.860 -0.12 -0.02 -0.05 -0.023
C -0.210 3.995 -1.745 -0.02 -0.08 0.08 -0.175
C -0.009 5.360 -1.937 -0.05 0.04 -0.04 -0.038
C 0.422 5.838 -3.166 -0.01 -0.04 -0.02 -0.086
C 0.662 4.954 -4.212 0.00 0.01 0.05 -0.094
C 0.451 3.594 -4.027 -0.02 0.01 0.02 -0.074
C 0.012 3.117 -2.801 -0.01 -0.02 -0.07 -0.038
P 0.527 1.336 2.667 0.17 0.39 0.11 1.132
C 2.086 1.163 1.745 -0.16 0.24 0.01 -0.445
N 2.210 0.301 0.772 0.10 -0.28 -0.19 0.105
C 3.338 0.644 0.078 0.02 0.07 -0.05 -0.168
C 3.912 1.746 0.663 0.04 0.08 0.00 -0.119
N 3.106 2.070 1.735 -0.01 -0.05 -0.01 -0.045
C 3.264 3.215 2.611 -0.01 -0.05 -0.04 -0.018
C 5.063 2.571 0.251 -0.05 -0.03 -0.02 -0.174
C 6.370 2.139 0.452 0.02 0.00 0.01 -0.031
C 7.441 2.912 0.025 -0.02 0.01 0.00 -0.080
C 7.212 4.127 -0.606 -0.02 -0.01 0.00 -0.089
C 5.910 4.567 -0.809 0.00 -0.02 0.02 -0.077
C 4.842 3.793 -0.384 0.02 0.01 -0.01 -0.022
C 3.602 -0.005 -1.221 -0.07 0.06 0.14 -0.161
C 2.561 0.006 -2.157 0.07 0.17 0.01 -0.101
C 2.714 -0.646 -3.372 0.00 -0.01 0.01 -0.091
C 3.903 -1.303 -3.663 0.01 -0.02 0.03 -0.096
C 4.948 -1.289 -2.749 -0.05 0.01 0.01 -0.093
C 4.796 -0.643 -1.529 0.04 -0.07 -0.02 -0.038
C -1.000 -0.814 1.721 0.06 0.26 0.40 -0.364
N -1.392 -0.298 0.585 0.11 0.07 -0.08 0.112
C -2.421 -1.094 0.128 0.07 -0.02 -0.33 -0.195
C -2.635 -2.116 1.006 -0.14 -0.09 0.26 -0.120
N -1.734 -1.911 2.054 0.03 -0.12 -0.09 0.019
C -1.725 -2.620 3.322 -0.02 0.11 -0.02 0.005
C -3.563 -3.258 0.998 0.03 0.08 -0.05 -0.188
C -3.091 -4.560 1.153 0.04 -0.07 -0.02 -0.039
C -3.962 -5.639 1.122 -0.02 0.04 0.01 -0.078
C -5.321 -5.430 0.929 0.02 0.03 -0.02 -0.089
C -5.801 -4.136 0.775 0.02 -0.02 0.01 -0.075
C -4.930 -3.059 0.815 -0.04 0.03 0.02 -0.034
C -2.982 -0.811 -1.208 -0.01 -0.02 0.14 -0.168
C -2.858 0.479 -1.722 -0.12 0.16 0.05 -0.048
C -3.327 0.784 -2.988 -0.01 -0.02 -0.03 -0.083
C -3.929 -0.196 -3.768 0.02 0.00 0.04 -0.094
C -4.053 -1.483 -3.265 0.01 0.03 0.03 -0.084
C -3.579 -1.790 -1.996 0.02 -0.09 -0.07 -0.036
H -2.186 2.072 3.185 -0.01 0.00 0.00 0.075
H -1.821 3.763 3.575 0.00 0.01 0.01 0.088
H -3.200 3.361 2.529 -0.01 0.01 0.00 0.096
H -2.307 5.785 2.323 0.02 -0.02 0.01 0.107
H -4.019 7.514 2.025 -0.01 0.00 0.00 0.102
H -5.212 7.726 -0.134 0.00 0.01 -0.01 0.101
H -4.680 6.167 -1.985 -0.01 0.00 0.00 0.105
H -3.000 4.395 -1.665 0.02 0.01 0.00 0.117
H -0.189 6.047 -1.118 0.03 0.00 0.01 0.116
H 0.583 6.899 -3.304 0.00 0.00 0.00 0.099
H 1.018 5.325 -5.164 -0.02 0.01 -0.01 0.098
H 0.633 2.900 -4.837 0.00 0.00 -0.01 0.103
H -0.156 2.055 -2.645 0.03 -0.01 0.02 0.079
H 4.322 3.455 2.699 0.00 0.00 0.01 0.093
H 2.737 4.087 2.219 -0.01 0.01 -0.01 0.093
H 2.870 2.971 3.595 -0.01 0.00 0.00 0.077
H 6.542 1.190 0.945 0.00 0.00 0.00 0.115
H 8.454 2.566 0.184 0.00 -0.01 0.00 0.102
H 8.047 4.727 -0.945 0.00 0.01 0.00 0.101
H 5.727 5.509 -1.310 0.00 0.00 -0.01 0.103
H 3.823 4.120 -0.562 0.00 -0.01 0.00 0.120
H 1.684 0.695 -1.970 0.36 -0.06 -0.39 0.051
H 1.904 -0.637 -4.090 0.01 0.01 -0.01 0.102
H 4.020 -1.820 -4.608 0.00 0.01 -0.01 0.098
H 5.879 -1.792 -2.980 0.00 0.00 0.00 0.098
H 5.600 -0.654 -0.803 0.00 0.00 0.00 0.106
H -2.688 -3.106 3.452 0.00 0.00 0.01 0.094
H -0.933 -3.367 3.365 0.03 -0.02 -0.03 0.092
H -1.571 -1.909 4.131 0.01 0.02 0.00 0.096
H -2.028 -4.730 1.278 0.00 0.01 0.01 0.111
H -3.577 -6.644 1.238 0.00 -0.01 0.00 0.103
H -6.001 -6.271 0.894 -0.01 0.00 0.01 0.101
H -6.859 -3.964 0.627 -0.01 0.00 -0.01 0.104
H -5.301 -2.048 0.696 0.00 0.00 -0.01 0.123
H -2.403 1.250 -1.111 0.07 -0.05 -0.04 0.091
H -3.214 1.791 -3.372 -0.01 0.01 -0.01 0.098
H -4.292 0.040 -4.760 0.00 0.00 -0.01 0.098
H -4.511 -2.260 -3.864 0.00 0.00 -0.01 0.100
H -3.654 -2.807 -1.636 0.01 0.01 0.02 0.109
Cl 0.336 -2.592 -1.320 0.06 -0.39 0.03 0.585
C 1.027 -4.163 -0.836 -0.12 0.05 -0.02 -0.969
Cl 2.787 -4.065 -0.639 0.03 -0.02 -0.13 0.548
H 0.807 -4.906 -1.593 0.02 0.02 -0.02 0.022
H 0.601 -4.439 0.123 0.00 -0.01 0.00 0.010
N -0.027 -0.303 2.593 -0.39 -0.54 -0.21 -0.157
C 0.932 -1.234 3.111 0.12 -0.09 -0.11 -0.330
C 1.389 -1.126 4.416 -0.10 0.00 0.08 -0.059
C 2.362 -2.001 4.882 0.04 -0.02 0.01 -0.084
C 2.875 -2.988 4.053 -0.05 0.08 0.01 -0.087
C 2.418 -3.087 2.743 0.00 -0.06 0.06 -0.077
C 1.461 -2.207 2.269 -0.02 -0.05 -0.03 -0.046
H 0.974 -0.368 5.070 0.01 0.02 -0.01 0.101
H 2.714 -1.911 5.901 0.00 0.00 0.01 0.101
H 3.633 -3.667 4.419 0.00 -0.01 0.01 0.100
H 2.833 -3.831 2.073 -0.02 0.04 0.06 0.061
H 1.149 -2.226 1.231 0.02 0.02 0.03 0.064
```
Forces are in eV/Å.

Summary:
energy: -106027.06736 eV
frontier orbital gap: 6.050 eV
energy above the lowest of the compared OMol25 structures with the same formula, charge and spin: 76.9 kJ/mol
F_max: 0.699 eV Å⁻¹